The following is a DFT calculation (ωB97M-V/def2-TZVPD) of a structure of composition C16H35Cl2PdSbSi3.

Values from the calculation:
- lowest unoccupied orbital energy (alpha / beta) (Eh) = -0.244 / -0.319
- HOMO-LUMO gap (alpha / beta) (eV) = 7.8 / 6.1
- molecular weight (g/mol) = 610.8
- charge = +2
- multiplicity = 3

Each line ends with the Mulliken charge.
Atoms and positions in Å:
Sb (0.806, -0.842, 0.178)  -0.05
Pd (-1.324, 0.482, -0.048)  0.04
Cl (-2.514, -0.908, -1.979)  -0.04
Cl (-5.161, -1.670, -2.979)  -0.09
Si (1.282, -0.544, -2.464)  0.54
Si (-0.207, 2.335, 0.923)  0.77
Si (3.032, -1.326, 1.662)  0.27
C (-2.788, -1.696, 1.612)  -0.27
C (-3.742, -0.713, -3.301)  -0.43
C (-0.128, 2.249, 2.762)  -0.71
C (1.465, 2.679, 0.214)  -0.67
C (-3.150, 0.708, 1.677)  -0.56
C (0.375, 0.937, -3.145)  -0.84
C (-3.987, -1.851, 0.951)  -0.71
C (4.259, -0.062, 1.137)  -0.92
C (-4.348, 0.537, 0.975)  -0.48
C (0.803, -2.205, -3.115)  -1.04
C (-4.767, -0.735, 0.629)  -0.56
C (3.353, -3.021, 1.018)  -0.99
C (-1.535, 3.416, 0.195)  -1.24
C (-2.355, -0.410, 1.991)  -0.30
C (3.110, -0.277, -2.522)  -1.15
C (2.459, -1.204, 3.403)  -0.99
H (-0.124, 0.675, -4.080)  0.41
H (5.191, -0.261, 1.681)  0.44
H (-0.149, -2.561, -2.722)  0.32
H (-1.064, 1.962, 3.240)  0.36
H (-2.912, 1.679, 2.089)  0.62
H (-1.512, -0.303, 2.661)  0.51
H (-5.712, -0.869, 0.119)  0.53
H (2.522, -3.699, 1.222)  0.35
H (-0.383, 1.352, -2.480)  0.10
H (0.654, 1.559, 3.083)  -0.02
H (1.581, -2.924, -2.848)  0.33
H (2.270, -0.169, 3.690)  0.29
H (-4.971, 1.395, 0.757)  0.50
H (-2.200, -2.562, 1.886)  0.53
H (1.096, 1.728, -3.361)  0.38
H (-4.332, -2.842, 0.687)  0.41
H (1.655, 3.756, 0.300)  0.47
H (-4.009, 0.335, -3.352)  0.29
H (3.650, -1.146, -2.139)  0.33
H (0.136, 3.246, 3.132)  0.42
H (3.954, 0.955, 1.380)  0.32
H (3.242, -1.592, 4.064)  0.40
H (-1.100, 4.075, -0.558)  0.39
H (0.734, -2.183, -4.207)  0.39
H (-3.266, -1.062, -4.208)  0.36
H (2.240, 2.161, 0.780)  -0.09
H (3.430, 0.616, -1.983)  0.31
H (-2.363, 2.877, -0.279)  0.38
H (3.399, -0.151, -3.572)  0.45
H (3.542, -3.007, -0.058)  0.33
H (1.560, -1.797, 3.575)  0.35
H (4.480, -0.128, 0.073)  0.27
H (4.245, -3.430, 1.504)  0.40
H (-1.975, 4.023, 0.992)  0.41
H (1.552, 2.415, -0.840)  0.22